[1]
Below is 2 unconnected molecules or ions with the total composition CH4O2S2 at a distorted geometry, with properties calculated with ωB97M-V/def2-TZVPD.

Each line ends with the Löwdin charge.
Element x y z (Å)
S: 0.63 -1.07 0.11  0.20
S: -0.34 -1.84 -1.52  0.22
H: -0.27 -1.37 1.11  -0.15
H: 0.28 -1.32 -2.58  -0.20
O: -1.27 1.54 1.05  0.06
C: -0.35 2.28 1.27  -0.40
O: 0.81 2.29 0.59  0.00
H: -0.33 3.06 2.03  0.13
H: 1.54 1.89 1.15  0.14

As for the total energy: -987.31297 a.u. The calculation puts the lowest unoccupied orbital energy at 0.158 eV. The structure (SMILES) is O=CO.SS. The calculation puts the orbital gap at 0.3096 Eh. For the highest occupied orbital energy, the calculation gives -8.266 eV.



[2]
Below is 2 unconnected molecules or ions with the total composition CH4O3 at a distorted geometry, with properties calculated with ωB97M-V/def2-TZVPD.

Each line ends with the Löwdin charge.
Element x y z (Å)
C: -0.56 -1.10 0.04  0.05
O: 1.11 0.83 -0.29  -0.03
O: -1.63 0.87 0.00  -0.14
O: -1.26 -0.24 -0.55  -0.15
H: -0.11 -1.92 -0.34  0.07
H: -0.31 -0.83 1.16  0.15
H: 2.07 1.00 -0.30  0.07
H: 0.68 1.38 0.28  -0.01

As for the total energy: -266.01739 a.u. The calculation puts the lowest unoccupied orbital energy (spin up / spin down) at 0.004 / 0.005 eV. The calculation puts the orbital gap (spin up / spin down) at 0.3434 / 0.3436 Eh. For the highest occupied orbital energy (spin up / spin down), the calculation gives -9.339 / -9.346 eV.



[3]
Below is a single CH4OP2 molecule at a distorted geometry, with properties calculated with ωB97M-V/def2-TZVPD.

Each line ends with the Löwdin charge.
Element x y z (Å)
C: 0.21 -0.60 -0.07  -0.33
O: -1.75 -2.20 -0.99  -0.47
P: -1.54 1.34 -2.10  0.41
P: -1.28 -0.74 -1.18  0.51
H: 0.51 0.48 -0.08  -0.01
H: 1.05 -1.39 -0.49  0.10
H: 0.14 -1.10 0.91  0.03
H: -0.40 1.73 -1.25  -0.24

As for the total energy: -798.37384 a.u. The calculation puts the lowest unoccupied orbital energy (spin up / spin down) at -0.780 / -0.781 eV. The calculation puts the orbital gap (spin up / spin down) at 0.2952 / 0.2952 Eh. For the highest occupied orbital energy (spin up / spin down), the calculation gives -8.813 / -8.812 eV.



[4]
Below is a single CH4OP2 molecule at a distorted geometry, with properties calculated with ωB97M-V/def2-TZVPD.

Each line ends with the Löwdin charge.
Element x y z (Å)
C: 0.05 0.73 -1.00  -0.50
O: -0.28 -1.28 2.67  -0.50
P: -0.18 -0.85 1.30  0.42
P: 0.37 1.06 0.85  0.61
H: 0.58 1.44 -1.59  -0.01
H: -1.00 0.87 -1.12  -0.02
H: 0.04 -0.34 -1.43  0.04
H: 0.43 -1.62 0.31  -0.05

As for the total energy: -798.38668 a.u. The calculation puts the lowest unoccupied orbital energy at -1.208 eV. The structure (SMILES) is CP=[PH]=O. The calculation puts the orbital gap at 0.2762 Eh. For the highest occupied orbital energy, the calculation gives -8.723 eV.



[5]
Below is a single CH4OS2 molecule at a distorted geometry, with properties calculated with ωB97M-V/def2-TZVPD.

Each line ends with the Löwdin charge.
Element x y z (Å)
C: -0.59 0.15 -0.66  -0.89
O: 1.51 1.03 1.07  -0.48
S: -1.82 0.69 0.60  0.60
S: 1.02 1.03 -0.49  0.79
H: -0.41 -1.05 -0.83  0.10
H: -0.96 0.40 -1.60  -0.02
H: 0.99 1.18 1.82  0.00
H: -2.90 0.70 -0.32  -0.10

As for the total energy: -912.04463 a.u. The calculation puts the lowest unoccupied orbital energy at 0.452 eV. The structure (SMILES) is OSCS. The calculation puts the orbital gap at 0.3313 Eh. For the highest occupied orbital energy, the calculation gives -8.564 eV.



[6]
Below is 2 unconnected molecules or ions with the total composition CH4OS2 at a distorted geometry, with properties calculated with ωB97M-V/def2-TZVPD.

Each line ends with the Löwdin charge.
Element x y z (Å)
C: 0.17 -0.23 0.78  -0.48
O: -1.51 -0.89 -1.80  -0.72
S: 1.39 1.08 0.38  0.53
S: -1.53 -0.38 -3.17  0.75
H: -0.50 -0.36 -0.20  0.01
H: -0.47 0.17 1.53  0.00
H: 0.87 -1.12 0.83  0.03
H: 1.58 1.73 1.63  -0.13

As for the total energy: -912.00781 a.u. The calculation puts the lowest unoccupied orbital energy (spin up / spin down) at -1.786 / -1.793 eV. The structure (SMILES) is O=S.CS. The calculation puts the orbital gap (spin up / spin down) at 0.2550 / 0.2550 Eh. For the highest occupied orbital energy (spin up / spin down), the calculation gives -8.724 / -8.730 eV.



[7]
Below is 2 unconnected molecules or ions with the total composition CH4P2S at a distorted geometry, with properties calculated with ωB97M-V/def2-TZVPD.

Each line ends with the Löwdin charge.
Element x y z (Å)
C: -2.83 0.65 -0.05  -0.70
P: 2.17 -0.27 -0.18  0.39
P: 0.04 0.22 -0.13  0.40
S: -3.56 -0.66 0.02  0.65
H: 2.58 1.09 -0.33  -0.17
H: 2.57 -0.04 1.11  -0.20
H: -0.42 -0.55 0.81  -0.23
H: -0.56 -0.43 -1.26  -0.14

As for the total energy: -1121.25010 a.u. The calculation puts the lowest unoccupied orbital energy at -0.286 eV. The calculation puts the orbital gap at 0.2957 Eh. For the highest occupied orbital energy, the calculation gives -8.333 eV.



[8]
Below is a single CH4S2 molecule at a distorted geometry, with properties calculated with ωB97M-V/def2-TZVPD.

Each line ends with the Löwdin charge.
Element x y z (Å)
C: 0.29 0.31 -0.54  -0.46
S: 0.44 -0.42 2.32  0.29
S: 0.38 1.14 1.06  0.33
H: 0.29 0.96 -1.30  -0.01
H: -0.60 -0.22 -0.47  0.00
H: 1.13 -0.31 -0.74  0.03
H: -0.90 -0.21 2.44  -0.18

As for the total energy: -836.84858 a.u. The calculation puts the lowest unoccupied orbital energy at 0.707 eV. The structure (SMILES) is CSS. The calculation puts the orbital gap at 0.3529 Eh. For the highest occupied orbital energy, the calculation gives -8.896 eV.



[9]
Below is 2 unconnected molecules or ions with the total composition CH4S2 at a distorted geometry, with properties calculated with ωB97M-V/def2-TZVPD.

Each line ends with the Löwdin charge.
Element x y z (Å)
C: 0.82 -0.63 -0.68  -0.68
S: -1.18 0.64 1.64  0.62
S: 1.39 -1.53 -1.85  0.67
H: -0.07 0.10 -0.78  0.01
H: 1.64 -0.26 -0.05  0.01
H: -0.44 0.56 0.55  -0.29
H: -2.16 1.12 1.17  -0.33

As for the total energy: -836.77466 a.u. The calculation puts the lowest unoccupied orbital energy at -0.788 eV. The structure (SMILES) is C=S.S. The calculation puts the orbital gap at 0.3042 Eh. For the highest occupied orbital energy, the calculation gives -9.067 eV.



[10]
Below is a single CH4S2 molecule at a distorted geometry, with properties calculated with ωB97M-V/def2-TZVPD.

Each line ends with the Löwdin charge.
Element x y z (Å)
C: -0.81 -0.39 -0.05  -0.49
S: -0.03 1.15 0.50  0.32
S: 2.01 1.23 0.06  0.25
H: -1.85 0.07 -0.03  0.03
H: -0.61 -0.95 -0.97  0.04
H: -0.74 -1.02 0.86  0.03
H: 2.03 -0.07 -0.37  -0.19

As for the total energy: -836.83693 a.u. The calculation puts the lowest unoccupied orbital energy at 0.630 eV. The structure (SMILES) is CSS. The calculation puts the orbital gap at 0.3190 Eh. For the highest occupied orbital energy, the calculation gives -8.050 eV.